Arrangement w

This record from the OMol25 dataset describes a 2-piece molecular cluster, C2H9NO2 overall. The level of theory is ωB97M-V/def2-TZVPD.

Cartesian coordinates (Å):
N1 -1.22148 -0.08091 -0.09038
O1 -1.57343 -1.58436 1.74438
H1 0.09789 -0.33834 1.64972
H2 -1.49296 0.49577 1.95766
C1 -0.80153 1.29963 -0.63300
H3 -0.96681 -1.98458 2.43294
O2 3.18926 -0.10497 -1.47163
C2 -0.99917 -0.32034 1.39337
H4 3.99579 -0.39241 -2.03265
H5 -0.70756 -0.78350 -0.64239
H6 -0.24737 1.76165 0.23324
H7 2.51025 -0.70213 -1.80876
H8 -0.07767 1.03582 -1.48786
H9 -1.70522 1.69868 -1.24463

Output
SMILES string = CNCO.O
Total charge = 0
HOMO-LUMO gap = 9.351 eV



Arrangement x

This record from the OMol25 dataset describes a 3-piece molecular cluster, C2H9NO2 overall. The level of theory is ωB97M-V/def2-TZVPD.

Cartesian coordinates (Å):
H1 -1.42435 1.67067 -0.86232
O1 2.49849 -1.56439 1.60632
H2 1.08636 1.30955 -1.64357
H3 -1.61567 -1.33258 -1.54883
O2 -2.46633 -0.96747 -1.31447
H4 -2.34206 -0.51835 -0.46962
H5 2.16419 -0.78718 2.07832
N1 -1.15866 1.37570 0.06454
C1 1.11581 0.81412 -0.68118
H6 -1.56318 1.84130 0.85920
H7 1.95888 0.17830 -0.45266
C2 0.10612 0.82362 0.18560
H8 1.78625 -1.78310 0.99648
H9 0.24681 0.24788 1.09983

Output
SMILES string = C=CN.O.O
Total charge = 0
HOMO-LUMO gap = 9.620 eV



arrangement x takes first place; second place is 91.1 kJ/mol up.